No. 1
Entry from OMol25: a structure of composition C14H42K5O11P in a non-equilibrium geometry (wB97M-V/def2-TZVPD).

Its relative energy (zero: lowest compared OMol25 entry of this formula, charge and spin) is 357.8 kcal/mol. The calculated total energy is -4726.61734 a.u. The value obtained for the HOMO energy is -0.2851 Eh. As for the strongest force on any atom: 2.26 eV Å⁻¹. The molar mass comes out at 612.94 g mol⁻¹. Its total charge is +2.

The geometry in XYZ format:
```
73
Properties=species:S:1:pos:R:3:forces:R:3
K 4.25448 -5.91041 -3.12390 -0.222 0.292 0.204
K 5.69572 0.69679 -1.04236 -0.552 -0.122 0.097
K -1.50569 -4.43500 -5.21570 0.067 0.359 0.294
K -0.76234 -7.32675 0.71296 0.098 0.448 -0.037
K 1.38897 -2.05100 4.86552 -0.138 0.153 -0.579
P 0.89835 -1.90427 -0.49654 0.582 0.151 0.622
O 1.61672 -3.08479 0.28573 0.007 -0.499 0.078
O -0.61178 -2.34422 -0.51999 1.267 0.577 -0.274
O 1.57768 -1.81575 -1.90758 -0.481 -0.353 0.116
O 1.24152 -0.59287 0.30034 -0.663 -0.887 -0.455
C 8.85065 -6.38296 2.45679 -0.212 1.039 0.023
C 7.39548 -5.93449 2.60183 -0.565 -1.559 0.456
O 7.05472 -4.91854 1.71884 0.341 1.277 -1.302
H 9.10826 -7.10705 3.22972 0.031 0.138 -0.027
H 9.44624 -5.47524 2.55386 0.288 -0.071 0.411
H 9.15513 -6.76449 1.48220 -0.590 -0.260 -0.078
H 7.14208 -5.62330 3.61526 0.562 0.115 0.372
H 6.70955 -6.76481 2.43398 0.077 -0.511 -0.120
H 6.10405 -4.83236 1.61692 0.013 -0.141 0.233
C -5.01581 -3.38687 6.36633 0.773 1.127 0.299
C -5.02176 -3.37746 4.84891 -0.819 -0.644 0.065
O -3.73630 -3.74814 4.33413 -0.150 -0.087 0.315
H -5.89205 -2.90525 6.80034 -0.203 -0.081 -0.302
H -4.18117 -2.74888 6.65691 0.136 0.060 0.266
H -4.87529 -4.32596 6.90156 -0.054 -0.290 -0.616
H -5.35138 -2.42989 4.42281 0.331 0.402 0.371
H -5.81816 -4.05289 4.53643 0.179 -0.533 -0.379
H -3.67223 -3.46815 3.41811 -0.107 0.075 -0.055
C -5.30660 3.54018 3.52811 0.638 -0.428 -0.164
C -4.35543 2.88010 2.52013 -0.792 0.397 0.127
O -3.15684 2.53635 3.15900 0.569 -0.277 0.840
H -5.48373 2.85293 4.35540 0.066 -0.057 0.051
H -6.27527 3.71910 3.06146 0.114 0.309 -0.026
H -4.85398 4.44193 3.94054 -0.243 0.117 -0.112
H -4.11687 3.55438 1.69761 -0.331 0.082 -0.212
H -4.87696 1.99788 2.14890 0.110 -0.198 -0.338
H -2.53594 2.14702 2.53892 -0.096 0.018 -0.187
C -0.59346 5.55759 -3.91570 -0.110 0.264 -0.082
C -0.27481 4.20115 -3.34055 -0.231 0.227 -0.424
O 0.10498 4.36285 -2.01580 0.650 0.109 1.469
H -1.02865 5.45420 -4.90970 0.045 0.131 -0.023
H 0.28915 6.19564 -3.96036 0.202 -0.212 -0.200
H -1.27731 6.12055 -3.28045 -0.280 -0.296 0.032
H 0.56698 3.74790 -3.86408 -0.149 -0.221 -0.546
H -1.13628 3.53371 -3.31828 -0.194 -0.076 -0.708
H 0.30166 3.47282 -1.71454 0.073 0.003 0.509
C -8.84193 -1.14265 -3.23225 -0.099 -0.250 -0.413
C -7.71112 -1.08544 -2.21368 0.416 -0.727 -0.603
O -6.48784 -1.53206 -2.86811 -0.629 0.144 -0.242
H -8.71838 -0.44477 -4.06037 0.085 0.194 0.189
H -9.83920 -1.01887 -2.81008 0.177 0.459 0.369
H -8.92813 -2.12400 -3.69875 0.460 -0.214 0.082
H -7.93509 -1.79833 -1.42013 -0.050 0.183 0.298
H -7.55668 -0.08384 -1.81238 -0.152 0.012 0.063
H -5.75488 -1.57069 -2.24934 -0.159 0.188 0.259
C 5.51568 5.32506 3.97873 -0.930 0.721 1.003
C 4.16504 4.56706 4.08360 1.959 1.103 -0.229
O 4.46822 3.22156 3.74510 -0.769 -0.462 -0.311
H 5.48693 6.18634 4.64618 -0.172 0.263 0.026
H 5.69858 5.75584 2.99432 0.300 -0.576 -0.090
H 6.31492 4.72649 4.41581 0.075 -0.220 -0.593
H 3.46672 5.02113 3.38055 -0.246 -0.157 0.139
H 3.80332 4.67413 5.10625 -0.244 -0.352 -0.041
H 3.83886 2.98549 3.05970 -0.027 -0.359 0.057
C 3.49579 1.95983 -8.65691 0.727 0.052 0.460
C 3.84517 0.88771 -7.63772 -0.152 0.445 0.145
O 2.70404 0.08107 -7.47036 -0.457 -0.718 0.385
H 2.72502 2.63453 -8.28435 -0.124 -0.240 0.074
H 3.15805 1.50314 -9.58721 0.141 0.092 0.004
H 4.38368 2.57468 -8.80431 0.020 0.012 -0.423
H 4.09871 1.29319 -6.65823 0.070 0.606 0.031
H 4.71174 0.27474 -7.88554 0.095 -0.025 -0.607
H 2.70648 -0.17260 -6.54448 -0.354 -0.245 -0.034
```
Positions in Å, forces in eV/Å.

***

No. 2
Entry from OMol25: a structure of composition C14H42MnN15O31 in a non-equilibrium geometry (wB97M-V/def2-TZVPD).

The calculated total energy is -4861.81904 a.u. The value obtained for the HOMO energy (alpha / beta) is -0.4570 / -0.4713 Eh. As for the strongest force on any atom: 3.68 eV Å⁻¹. The spin multiplicity is 6. The molar mass comes out at 971.50 g mol⁻¹. Its total charge is +1.

The geometry in XYZ format:
```
103
Properties=species:S:1:pos:R:3:forces:R:3
Mn 11.43580 12.27430 12.30019 -0.189 0.315 -0.056
N 12.54402 14.69134 11.88233 -0.679 -0.919 3.215
O 11.47917 14.57884 12.64592 0.782 -0.312 -1.348
O 13.23013 15.68018 12.01085 -0.269 -0.955 -1.592
O 12.86148 13.59331 11.28773 0.061 1.374 -0.284
C 10.08528 13.69796 15.29035 2.255 1.115 0.118
N 10.71594 12.39820 15.41688 -0.595 -1.465 0.554
O 10.76693 11.64909 14.42213 0.553 0.546 -0.057
O 11.04656 12.04538 16.51944 0.206 0.087 -0.690
H 9.74573 13.92768 16.26198 -0.765 0.417 0.782
H 9.43760 13.76270 14.47763 -1.417 -0.319 -1.026
H 10.90097 14.38904 15.03379 -0.032 -0.090 0.211
C 10.63529 9.81912 5.32239 -1.301 0.039 0.016
N 11.27578 9.81113 6.65437 1.005 -0.558 -1.357
O 11.92941 8.80313 6.92034 -0.882 0.759 0.468
O 11.26321 10.84754 7.25851 0.012 0.273 1.229
H 9.83983 9.04888 5.37123 0.612 0.371 -0.397
H 11.45687 9.56655 4.67105 -0.172 -0.239 -0.505
H 10.20376 10.81990 5.10016 0.419 -0.806 0.344
C 14.21139 9.50988 8.64206 0.349 0.040 1.393
N 13.21488 9.89543 9.71263 -0.208 -2.177 0.752
O 12.84109 9.02917 10.48971 0.432 -0.501 -0.463
O 12.79031 11.00781 9.80212 0.137 1.966 -0.648
H 15.10085 10.06318 8.87509 0.487 0.307 0.242
H 13.82484 9.85911 7.73285 -0.568 0.286 -1.156
H 14.43651 8.44194 8.65146 -0.510 0.270 0.170
C 16.67862 13.36432 10.07827 -0.667 0.920 0.035
N 16.20957 12.38387 11.15772 -0.206 1.042 0.080
O 15.78964 12.94668 12.18049 0.582 -1.107 -1.205
O 16.28055 11.18405 10.99132 -0.110 0.514 0.033
H 15.97364 14.23709 10.22102 1.288 -0.895 -0.060
H 16.61899 13.04763 9.02551 -0.319 -0.732 0.718
H 17.74820 13.57389 10.26224 -0.703 0.155 0.330
C 11.77029 13.65603 7.66454 0.516 -0.238 1.028
N 12.23387 14.86852 8.40326 -2.691 -0.371 0.380
O 13.35123 15.21397 8.22763 2.116 0.750 -0.077
O 11.40035 15.44645 9.10096 0.707 -0.220 -0.376
H 11.60358 13.98438 6.65398 0.196 -0.162 -0.490
H 10.84963 13.35085 8.12866 -0.243 -0.169 0.037
H 12.55465 12.89422 7.82428 -0.488 0.439 -0.487
C 7.58000 13.57704 10.66802 1.405 3.179 -1.211
N 8.93520 13.15881 11.06842 -0.037 -0.813 -0.384
O 9.80077 12.99856 10.23387 -0.022 -0.111 0.120
O 9.14990 12.99490 12.25727 0.122 -0.230 0.364
H 7.80258 14.25100 9.78272 -0.587 -0.750 1.181
H 7.25518 14.17442 11.51009 -0.466 -0.071 -0.059
H 6.90782 12.84902 10.32420 -0.427 -1.615 0.016
C 18.23014 13.11121 14.05910 0.118 1.270 0.922
N 18.63189 11.80021 13.65788 -0.608 -0.678 -0.874
O 19.47229 11.70479 12.79114 0.177 -0.294 0.035
O 18.04561 10.88859 14.20063 0.284 -0.856 0.062
H 18.20280 13.77992 13.23555 -0.073 0.379 -0.845
H 19.03075 13.42919 14.69207 0.451 0.466 0.614
H 17.30881 13.10319 14.61171 -0.251 -0.146 0.084
C 8.03546 15.82470 7.37137 0.845 0.368 -0.157
N 7.49214 14.61137 6.64042 2.080 1.383 0.280
O 6.67568 13.97712 7.26094 -0.348 -0.672 -0.533
O 8.01676 14.37209 5.56751 -0.837 -0.590 0.272
H 8.90146 15.51132 8.04944 -1.193 0.344 -1.075
H 7.18356 16.12849 7.93440 -0.302 0.437 0.775
H 8.31710 16.65724 6.66868 -0.094 -1.260 0.537
C 15.04067 10.74428 14.19245 0.164 -2.272 -0.372
N 13.84526 11.43181 13.72652 -0.048 -0.337 -1.222
O 13.14415 10.88220 12.86756 -0.138 -0.053 0.092
O 13.61173 12.53206 14.11686 -0.598 0.924 0.499
H 15.81708 11.47323 14.26549 0.228 0.292 0.524
H 15.33315 9.97247 13.42675 -0.473 0.908 0.751
H 14.76122 10.21186 15.12760 0.369 0.646 -0.424
C 10.05893 8.12094 11.56618 -0.484 -0.609 -0.521
N 9.89944 9.55004 11.29245 -2.081 -0.545 -1.090
O 9.15816 9.89581 10.41243 -0.145 -0.082 -0.934
O 10.36913 10.33083 12.06124 1.875 1.548 1.950
H 9.90164 7.62437 10.59475 -0.395 0.027 0.703
H 9.30710 7.88424 12.37342 1.047 -0.021 -0.863
H 11.09584 8.00312 11.80216 0.364 -0.277 0.777
C 14.42420 15.80740 15.10246 0.565 -0.033 0.095
N 14.49104 14.53443 15.92285 -1.506 0.878 1.266
O 13.59942 14.47508 16.76394 0.131 -0.331 -0.458
O 15.38461 13.72702 15.86102 0.450 0.381 -0.765
H 13.54463 16.39900 15.36102 0.054 -0.603 0.132
H 14.47888 15.64162 14.03851 0.089 -0.453 -0.218
H 15.29874 16.35487 15.41471 0.388 0.216 -0.029
C 9.21807 5.60491 16.82462 -0.648 0.360 0.183
N 9.16003 6.40241 15.58525 0.157 -0.390 1.038
O 9.37734 5.76232 14.59024 0.127 0.350 -1.450
O 8.85000 7.56393 15.68420 0.010 0.528 -0.684
H 9.16408 6.34238 17.65229 -0.292 -1.021 -0.347
H 10.14584 5.05310 16.79672 0.123 -0.138 0.129
H 8.36512 4.91856 16.62713 0.531 0.363 1.050
C 10.21333 17.66693 11.98671 -0.641 -0.917 2.029
N 9.21233 16.51285 11.86978 0.932 0.393 0.058
O 9.22958 15.96868 10.78958 -0.385 -0.234 -0.378
O 8.53990 16.13962 12.81487 0.423 0.609 -0.263
H 10.78581 17.73015 11.10149 0.266 -0.058 -0.972
H 10.85435 17.39312 12.83533 -0.165 0.026 -0.282
H 9.68623 18.56891 12.24888 -0.323 0.219 -0.090
C 15.89383 17.02036 9.48752 1.188 1.578 1.517
N 16.01259 16.96618 11.02540 0.611 -0.702 -1.603
O 17.01896 16.36900 11.38400 -0.498 0.225 0.771
O 15.17921 17.48665 11.72507 0.429 -0.010 -0.210
H 15.75912 18.09349 9.27768 0.553 -0.551 -0.311
H 15.05937 16.52573 9.16275 -2.603 -1.142 -0.244
H 16.72075 16.45530 9.06395 0.410 0.820 0.182
```
Positions in Å, forces in eV/Å.

***

No. 3
Entry from OMol25: a structure of composition C14H42O14 in a non-equilibrium geometry (wB97M-V/def2-TZVPD).

Its relative energy (zero: lowest compared OMol25 entry of this formula, charge and spin) is 353.7 kcal/mol. The calculated total energy is -1611.30192 a.u. The value obtained for the HOMO energy is -0.3120 Eh. As for the strongest force on any atom: 7.52 eV Å⁻¹. The molar mass comes out at 434.48 g mol⁻¹.

The geometry in XYZ format:
```
70
Properties=species:S:1:pos:R:3:forces:R:3
C -10.87491 5.57682 -8.61164 1.474 0.154 2.441
C -11.22780 4.70941 -7.40252 0.049 -1.724 -1.093
O -10.41456 4.85112 -6.24252 0.490 1.252 -0.147
O -11.13210 6.92629 -8.34182 0.424 -0.843 0.948
H -11.38820 5.30243 -9.53325 -0.024 -0.395 0.999
H -9.79651 5.68109 -8.73119 0.363 -1.599 -0.475
H -11.12303 3.68965 -7.77297 0.011 -0.318 -0.026
H -12.26765 4.76864 -7.08113 2.346 0.718 -0.460
H -10.45671 4.07124 -5.68431 -0.182 -0.142 -0.265
H -10.71295 7.29275 -7.55976 0.124 -0.732 0.877
C -11.06669 9.41644 -8.53059 0.178 1.272 1.451
C -11.17095 9.67750 -7.03749 -1.200 -2.011 1.023
O -11.74340 8.42570 -6.46147 1.028 2.133 0.363
O -12.40554 9.23035 -9.07335 1.857 2.811 0.293
H -10.63537 8.42438 -8.66426 0.840 2.006 -0.668
H -10.45114 10.26541 -8.82797 -0.299 -0.122 -1.370
H -11.82372 10.51517 -6.79193 -0.229 0.083 -0.168
H -10.25197 9.84062 -6.47450 0.309 -0.071 -0.505
H -12.39931 8.17650 -7.11666 -0.627 -0.085 0.250
H -12.74950 10.08223 -9.35189 -0.121 0.175 -0.004
C -18.29660 5.40887 -5.80989 1.772 0.984 0.972
C -17.01170 4.61214 -6.07097 -3.293 0.680 -0.715
O -16.47429 5.03566 -7.30945 -4.880 -3.430 2.130
O -19.26968 5.50794 -6.78641 -0.757 -1.012 -0.528
H -17.99151 6.44737 -5.68124 0.185 0.082 0.511
H -18.66818 4.99837 -4.87099 -0.314 0.255 0.243
H -17.27714 3.55596 -6.02496 0.260 -0.451 -0.235
H -16.22450 4.78706 -5.33763 -2.572 0.955 1.296
H -15.63349 4.60653 -7.48410 -0.178 -1.391 -0.300
H -19.87415 4.78555 -6.60102 -0.320 -0.031 -0.516
C -14.41564 4.15101 -5.65310 0.073 0.297 -1.138
C -13.75766 5.37266 -4.96800 -0.314 -0.493 0.272
O -13.02423 6.25163 -5.83048 -0.790 -1.163 1.637
O -13.80227 3.83257 -6.85454 1.116 -2.641 1.142
H -15.44349 4.27269 -5.99488 3.365 -0.547 1.098
H -14.47023 3.28375 -4.99508 0.487 -0.104 0.284
H -13.11842 4.89592 -4.22490 0.258 0.625 0.281
H -14.52281 5.98436 -4.49003 -0.043 -0.079 0.345
H -12.10105 6.19307 -5.57374 0.351 0.158 0.046
H -13.39473 4.59422 -7.27334 -1.748 -0.136 -0.144
C -13.90976 5.65182 -12.26440 -1.561 -0.332 0.708
C -14.71041 6.94778 -11.96207 -0.294 0.122 -0.104
O -14.22207 8.17137 -12.62503 -0.989 -0.900 0.384
O -12.89634 5.38082 -11.39019 -1.342 -4.124 0.957
H -13.58487 5.60189 -13.30366 -0.019 0.201 -0.349
H -14.51890 4.77623 -12.03990 -1.031 0.209 -0.752
H -14.76739 7.15550 -10.89356 0.611 0.006 -0.305
H -15.76049 6.79735 -12.21268 -0.071 -0.022 -0.627
H -14.16268 7.90081 -13.54419 0.074 0.265 -0.291
H -12.31934 6.14466 -11.31794 -3.756 -2.121 -0.305
C -11.20359 6.89760 -10.99803 4.842 1.539 0.293
C -9.73419 7.23349 -11.22303 -1.797 -0.566 -1.918
O -9.61847 8.62648 -11.10984 1.117 0.396 0.180
O -12.08070 7.21626 -12.07537 3.608 3.634 -1.454
H -11.52609 7.33264 -10.05208 2.259 -0.783 -3.386
H -11.23515 5.80813 -11.01098 1.515 0.500 0.442
H -9.63925 6.90893 -12.25924 0.615 0.207 -0.520
H -9.00994 6.58756 -10.72672 -0.062 0.755 0.857
H -10.16843 8.94802 -11.82799 0.057 0.364 -0.053
H -12.43895 8.10568 -12.02853 -0.421 0.258 0.267
C -14.97662 6.08874 -8.35191 4.515 4.587 -3.894
C -13.77919 7.05927 -8.33442 -2.107 0.564 0.896
O -13.08979 7.13133 -9.50692 -2.357 -2.108 -1.213
O -14.41451 4.85718 -8.78907 -1.112 -0.714 -0.286
H -15.62219 6.42383 -9.16373 -0.553 0.125 0.150
H -15.56898 6.10277 -7.43703 2.130 1.507 -0.782
H -13.14732 6.74028 -7.50552 -0.425 0.402 -0.727
H -14.15564 8.07672 -8.22867 -0.511 0.187 1.150
H -12.24749 7.54121 -9.29683 -2.386 0.055 1.342
H -13.68210 4.98039 -9.39734 -0.017 0.664 -0.806
```
Positions in Å, forces in eV/Å.